[1]
Below is a structure of composition C34H30Br2N5O4PRuS2, with properties calculated with the ωB97M-V functional and the def2-TZVPD basis.

Geometry as XYZ:
```
79
C34H30Br2N5O4PRuS2 | the OMol25 dataset | the ωB97M-V functional and the def2-TZVPD basis
Ru -0.7817 -1.2034 2.0092
C -0.2951 -2.9730 -1.0175
C -1.2783 -3.5832 -0.0645
C -1.8471 -4.8337 -0.4025
C -2.6811 -5.4781 0.4565
C -3.0373 -4.8498 1.6706
C -3.9347 -5.3827 2.6229
Br -4.6769 -7.1119 2.3752
C -4.2940 -4.6569 3.7261
C -3.7937 -3.3677 3.9212
Br -4.3671 -2.3642 5.4127
C -2.9003 -2.7734 3.0338
O -2.4755 -1.5635 3.1433
C -2.4771 -3.5813 1.9193
N -1.5634 -2.9832 1.0753
H -0.1910 -3.6047 -1.8977
H 0.6853 -2.8692 -0.5539
H -0.6249 -1.9888 -1.3490
H -1.5816 -5.2802 -1.3510
H -3.0931 -6.4478 0.2140
H -4.9834 -5.0702 4.4491
C 2.1125 2.7322 4.2593
C 2.2879 1.2384 4.1112
O 1.4948 0.5436 5.0853
P 0.1204 -0.1879 4.6815
S 0.5246 -2.0174 3.9394
S -0.9171 0.8486 3.3435
O -0.5780 -0.2698 6.0959
C 0.0222 -1.0403 7.1640
C -0.8571 -2.2287 7.4720
H 2.7384 3.2543 3.5328
H 2.4027 3.0535 5.2598
H 1.0734 3.0086 4.0863
H 3.3202 0.9402 4.2990
H 2.0131 0.9063 3.1071
H 0.1016 -0.3601 8.0116
H 1.0296 -1.3481 6.8792
H -1.8425 -1.9010 7.8014
H -0.4046 -2.8318 8.2613
H -0.9784 -2.8446 6.5816
C 3.3309 5.3785 -9.2737
O 2.0275 5.3343 -8.7207
C 1.8492 4.6238 -7.5815
C 2.8517 3.9081 -6.9376
C 2.5516 3.2120 -5.7734
C 1.2717 3.2155 -5.2388
C 0.2744 3.9402 -5.8990
C 0.5568 4.6340 -7.0524
C 0.9250 2.4871 -4.0160
N -0.2746 2.4352 -3.4860
C -0.1446 1.6519 -2.3693
C 1.1544 1.2229 -2.2192
N 1.8322 1.7683 -3.2828
C 1.6008 0.3903 -1.1455
C 2.9022 -0.0808 -0.9415
C 3.1484 -0.8829 0.1491
C 2.1166 -1.2010 1.0308
N 0.8722 -0.7625 0.8601
C 0.6125 0.0164 -0.2216
C -0.7634 0.4160 -0.3957
N -1.6368 -0.0634 0.5197
C -2.8986 0.3350 0.4723
C -3.3672 1.1965 -0.5227
C -2.5049 1.6513 -1.4929
C -1.1629 1.2597 -1.4367
H 3.2642 6.0158 -10.1503
H 3.6673 4.3831 -9.5741
H 4.0457 5.8080 -8.5676
H 3.8588 3.8806 -7.3255
H 3.3547 2.6632 -5.2956
H -0.7244 3.9454 -5.4849
H -0.2084 5.1973 -7.5692
H 2.8050 1.6514 -3.5000
H 3.6997 0.1775 -1.6269
H 4.1385 -1.2713 0.3434
H 2.2820 -1.8061 1.9116
H -3.5402 -0.0590 1.2512
H -4.4074 1.4898 -0.5147
H -2.8325 2.3082 -2.2875
```

The largest force on an atom comes out at 1.1 eV/A.

***

[2]
Below is a cluster of 7 separate species, C13H41NO7 in total, with properties calculated with the ωB97M-V functional and the def2-TZVPD basis.

Geometry as XYZ:
```
62
C13H41NO7 | the OMol25 dataset | the ωB97M-V functional and the def2-TZVPD basis
C -1.1356 -0.4005 -0.2114
O -2.3232 -0.2057 0.5505
H -0.3067 0.0791 0.2993
H -0.9302 -1.4535 -0.4323
H -1.2767 0.0240 -1.2155
H -3.0023 -0.7557 0.1396
C -0.8185 3.4115 -0.3776
O -1.0738 3.7802 -1.7417
H -0.6423 2.3353 -0.4086
H 0.1461 3.8398 -0.0911
H -1.6486 3.6605 0.2756
H -1.5144 4.6338 -1.7561
C -3.4662 -3.9950 -0.2584
O -3.8769 -3.0094 -1.2120
H -2.5005 -4.3716 -0.5921
H -3.4100 -3.5272 0.7259
H -4.1467 -4.8481 -0.2235
H -4.8202 -3.0701 -1.3756
C -0.1463 0.1149 -4.4659
C -0.5318 1.5885 -4.3483
O -1.7545 1.7874 -3.6507
H -0.3487 -0.4347 -3.5386
H 0.9415 0.0655 -4.5788
H -0.6622 -0.4429 -5.2449
H -0.6145 1.9828 -5.3689
H 0.2854 2.1232 -3.8561
H -1.5558 2.3750 -2.9085
C -3.8611 -1.8259 5.2626
C -3.3100 -0.7617 4.3444
O -3.4984 -1.1606 3.0060
H -4.9404 -1.9978 5.2126
H -3.6656 -1.6065 6.3158
H -3.4159 -2.7985 5.0335
H -2.2431 -0.6596 4.5858
H -3.7792 0.1990 4.5942
H -2.9491 -0.6026 2.4365
C 1.8898 -2.1626 3.1475
C 1.1714 -0.8910 3.5792
O 1.2368 0.0608 2.5076
H 1.7548 -2.3013 2.0751
H 1.4916 -3.0318 3.6658
H 2.9586 -2.0687 3.3414
H 1.6138 -0.4674 4.4858
H 0.1234 -1.1321 3.8023
H 0.7460 0.8274 2.8220
C 3.5429 -0.3594 0.0443
C 3.5318 0.9750 -0.6814
C 2.9126 0.8218 -2.0757
O 3.2012 1.9413 -2.9062
C 4.4921 1.9336 -3.4641
N 2.7948 1.9099 0.1680
H 4.0017 -1.1396 -0.5839
H 2.5297 -0.7307 0.2019
H 4.1517 -0.3540 0.9444
H 4.5515 1.3423 -0.8219
H 1.8226 0.7957 -2.0043
H 3.2542 -0.0961 -2.5739
H 5.1354 1.1588 -3.0321
H 5.0139 2.8741 -3.2649
H 4.4239 1.7863 -4.5442
H 1.9524 1.4602 0.5107
H 2.4977 2.7745 -0.2692
```

The structure (SMILES) is COC[C@H](C)N.CCO.CCO.CCO.CO.CO.CO. The largest force on an atom comes out at 1.4 eV/A.

***

[3]
Below is a structure of composition C31H83Cl2GaN7O7S, with properties calculated with the ωB97M-V functional and the def2-TZVPD basis.

Geometry as XYZ:
```
132
C31H83Cl2GaN7O7S | the OMol25 dataset | the ωB97M-V functional and the def2-TZVPD basis
C 0.4574 -5.4882 6.1526
C -1.0765 -5.1057 6.6745
Cl -1.5655 -5.0970 8.5006
C -2.1259 -4.7122 5.6539
Cl -1.6903 -4.6670 3.8148
Ga -4.0707 -4.1724 6.2651
S -3.8628 -2.1245 7.3633
H 1.2245 -5.5104 7.0609
H 0.4846 -6.5191 5.5524
H 0.8893 -4.6788 5.3916
H -4.7099 -5.3187 7.1888
H -5.0057 -3.8561 4.9678
H -2.5472 -1.6373 7.0751
C 2.9413 -5.8889 1.0434
C 1.7898 -5.0912 1.6509
C 1.6402 -3.6726 1.0544
O 2.6013 -2.7279 1.5360
C 3.8557 -2.7790 0.8757
N 1.9569 -5.0471 3.1112
H 3.9188 -5.5632 1.4093
H 2.8445 -6.9506 1.2978
H 2.9407 -5.8085 -0.0488
H 0.8662 -5.6391 1.4277
H 0.6641 -3.2800 1.3614
H 1.6325 -3.6942 -0.0422
H 3.7561 -3.0306 -0.1852
H 4.5128 -3.4924 1.3772
H 4.3217 -1.7927 0.9541
H 1.1403 -4.5904 3.5180
H 2.7204 -4.3951 3.3098
C -4.4023 -0.7351 0.2319
C -3.5146 -1.1301 1.4097
C -2.2816 -0.2143 1.5868
O -1.2246 -0.4645 0.6549
C -1.3969 0.1577 -0.6082
N -3.1225 -2.5395 1.2612
H -3.9735 -1.0194 -0.7330
H -5.3762 -1.2328 0.3056
H -4.5822 0.3450 0.2213
H -4.1242 -1.0374 2.3168
H -1.8537 -0.4140 2.5758
H -2.5618 0.8461 1.5808
H -1.8944 1.1295 -0.5274
H -1.9539 -0.5021 -1.2765
H -0.4079 0.3120 -1.0489
H -2.6045 -2.8220 2.0936
H -2.4220 -2.5828 0.5163
C 1.1425 3.1673 -4.7690
C 0.4528 2.0167 -5.4980
C 0.0324 0.8587 -4.5638
O 1.1104 0.0087 -4.1591
C 1.8667 0.5014 -3.0649
N 1.3275 1.5447 -6.5817
H 2.1738 2.9326 -4.4915
H 1.1805 4.0557 -5.4100
H 0.5967 3.4385 -3.8592
H -0.4615 2.4230 -5.9475
H -0.6576 0.2128 -5.1186
H -0.5224 1.2246 -3.6913
H 1.2490 1.0525 -2.3484
H 2.6828 1.1294 -3.4278
H 2.3145 -0.3527 -2.5490
H 0.8258 0.8376 -7.1195
H 2.0914 1.0193 -6.1483
C -8.0740 -4.5781 -0.3079
C -6.6050 -4.4611 0.0919
C -6.0334 -5.7511 0.7240
O -6.4275 -5.9644 2.0832
C -7.7059 -6.5594 2.2367
N -6.4437 -3.3051 0.9862
H -8.7494 -4.5322 0.5508
H -8.3533 -3.7553 -0.9760
H -8.2618 -5.5161 -0.8410
H -6.0367 -4.2667 -0.8259
H -4.9416 -5.6592 0.7464
H -6.2558 -6.6337 0.1120
H -7.9290 -7.2748 1.4386
H -8.4749 -5.7855 2.2817
H -7.7206 -7.0922 3.1916
H -5.4496 -3.1793 1.1783
H -6.8324 -3.5683 1.8957
C 1.2935 7.3583 -7.2365
C 1.0044 7.7147 -5.7802
C 1.2296 9.2093 -5.4549
O 2.6049 9.5797 -5.3141
C 3.2717 9.8354 -6.5396
N 1.8073 6.8458 -4.9070
H 2.3639 7.3095 -7.4540
H 0.8753 6.3742 -7.4777
H 0.8392 8.0869 -7.9162
H -0.0554 7.4967 -5.6003
H 0.7698 9.4145 -4.4815
H 0.7239 9.8608 -6.1779
H 2.6112 10.2917 -7.2840
H 3.7051 8.9118 -6.9286
H 4.0960 10.5260 -6.3405
H 1.5448 7.0273 -3.9380
H 2.7753 7.1744 -4.9590
C 7.0693 2.0476 -1.4114
C 6.3796 0.8969 -2.1405
C 5.9592 -0.2611 -1.2063
O 7.0372 -1.1111 -0.8016
C 7.7934 -0.6184 0.2926
N 7.2543 0.4249 -3.2242
H 8.1006 1.8129 -1.1339
H 7.1073 2.9359 -2.0524
H 6.5235 2.3187 -0.5016
H 5.4653 1.3032 -2.5900
H 5.2692 -0.9070 -1.7611
H 5.4044 0.1048 -0.3337
H 7.1758 -0.0673 1.0092
H 8.6096 0.0096 -0.0703
H 8.2412 -1.4724 0.8085
H 6.7525 -0.2822 -3.7620
H 8.0182 -0.1005 -2.7907
C -0.1740 4.5803 4.0301
C -1.6323 4.3289 4.4061
C -1.8318 3.0877 5.3062
O -1.7542 1.8389 4.6114
C -0.4335 1.3661 4.4008
N -2.4341 4.2379 3.1768
H 0.1893 3.8886 3.2651
H -0.0542 5.5921 3.6260
H 0.4774 4.4942 4.9062
H -1.9731 5.2032 4.9740
H -2.8463 3.1311 5.7186
H -1.1495 3.0975 6.1649
H 0.2362 1.6238 5.2276
H -0.0436 1.7554 3.4581
H -0.4721 0.2765 4.3148
H -3.4178 4.1588 3.4357
H -2.2261 3.3336 2.7450
```

The largest force on an atom comes out at 5.4 eV/A. The total charge is -1.

***

What are the HOMO level values for these records? In order: -6.64; -8.87; -4.64 eV.
What are the ΔE to the lowest compared entry with this formula, charge and spin values for these records? In order: 0.00; 133.26; 283.64 kJ/mol.
What are the LUMO energy values for these records? In order: -0.5; 0.6; 1.7 eV.